(1)
This record from the OMol25 dataset describes a 3-piece molecular cluster, C23H17IO12 overall. The level of theory is the ωB97M-V functional and the def2-TZVPD basis.

Structure (ORCA input):
```
! RIJCOSX wB97M-V def2-TZVPD def2/J DEFGRID3
* xyz 0 1
O 0.599 -2.783 1.651
C 0.719 -1.784 1.051
O 1.206 -1.729 -0.230
C 1.557 -0.401 -0.530
I 3.716 -0.294 -0.394
C 0.847 0.415 0.551
C -0.216 1.373 0.071
C -1.233 0.731 -0.851
O -1.142 0.892 -2.041
C -2.277 -0.155 -0.264
C -2.716 -0.006 1.049
C -3.689 -0.872 1.547
C -4.211 -1.874 0.741
C -3.768 -2.013 -0.570
C -2.799 -1.158 -1.082
O 0.375 -0.563 1.462
H 1.252 -0.127 -1.525
H 1.598 1.037 1.033
H 0.244 2.205 -0.453
H -0.691 1.785 0.955
H -2.340 0.751 1.707
H -4.022 -0.746 2.565
H -4.959 -2.545 1.129
H -4.174 -2.780 -1.212
H -2.449 -1.262 -2.093
C 2.825 -3.381 -2.899
C 2.084 -2.653 -3.742
C 1.888 -3.045 -5.179
O 1.184 -2.330 -5.868
C 2.548 -4.246 -5.663
C 3.293 -4.976 -4.822
C 3.471 -4.593 -3.377
O 4.154 -5.321 -2.682
O 3.928 -6.083 -5.186
O 1.462 -1.534 -3.382
H 2.969 -3.106 -1.863
H 2.413 -4.513 -6.701
H 4.383 -6.409 -4.385
H 0.997 -1.210 -4.179
C 0.641 4.271 4.529
C -0.151 3.337 3.986
C -1.487 3.681 3.382
O -2.130 2.773 2.883
C -1.932 5.059 3.421
C -1.143 5.993 3.970
C 0.205 5.657 4.550
O 0.862 6.570 5.012
O -1.476 7.273 4.043
O 0.179 2.050 3.935
H 1.603 4.037 4.962
H -2.899 5.290 2.997
H -0.728 7.726 4.479
H -0.569 1.586 3.514
*
```

Values from the calculation:
HOMO = -9.654 eV
lowest unoccupied orbital energy = -1.87 eV
relative energy (zero: lowest compared OMol25 entry of this formula, charge and spin) = 0.00 kcal per mole
E = -2087.24079 hartree
HOMO-LUMO gap = 7.79 eV
SMILES = O=C1O[C@H](I)[C@@H](CC(=O)c2ccccc2)O1.O=C1C=C(O)C(=O)C=C1O.O=C1C=C(O)C(=O)C=C1O


(2)
This record from the OMol25 dataset describes C35H34GeI2N8O4SSn as an isolated structure. The level of theory is the ωB97M-V functional and the def2-TZVPD basis.

Structure (ORCA input):
```
! RIJCOSX wB97M-V def2-TZVPD def2/J DEFGRID3
* xyz -2 1
Sn -1.097 2.332 -1.192
O -1.914 2.687 3.123
C -1.562 2.771 1.948
O -1.749 1.920 1.010
C -0.794 3.993 1.507
C -0.907 5.242 2.080
C -0.175 6.279 1.513
C 0.665 6.036 0.438
C 0.711 4.745 -0.067
N -0.016 3.768 0.457
C 1.454 4.341 -1.307
O 2.535 5.179 -1.527
O 1.861 2.983 -1.090
H -1.571 5.384 2.921
H -0.267 7.284 1.907
H 1.248 6.810 -0.036
N 3.525 2.975 -2.629
C 2.421 2.443 -2.218
S 0.148 4.346 -2.603
N 1.806 1.411 -2.808
N 0.584 1.056 -2.399
C 0.072 0.005 -2.963
C 0.839 -0.789 -3.971
C 2.118 -1.273 -3.695
C 2.804 -2.034 -4.632
C 2.229 -2.313 -5.866
C 0.965 -1.819 -6.158
C 0.277 -1.063 -5.216
C -1.279 -0.426 -2.563
C -1.739 -1.675 -2.900
C -3.153 -1.935 -2.734
C -3.889 -1.128 -1.963
C -3.171 -0.096 -1.125
N -2.038 0.475 -1.898
H 3.144 4.638 -2.079
H 3.798 2.515 -3.489
H 2.570 -1.055 -2.737
H 3.795 -2.406 -4.399
H 2.764 -2.909 -6.597
H 0.509 -2.025 -7.119
H -0.709 -0.677 -5.438
H -1.108 -2.371 -3.429
H -3.608 -2.750 -3.290
H -4.969 -1.206 -1.890
H -3.852 0.730 -0.909
C 0.608 -2.515 0.751
C 0.836 -1.273 0.173
N 1.213 -0.203 0.873
C 1.416 -0.357 2.177
C 1.253 -1.566 2.847
C 0.807 -2.657 2.113
C 1.514 -1.665 4.304
C 2.684 -1.639 4.939
C 4.055 -1.586 4.383
C 5.121 -1.339 5.246
C 6.390 -1.293 4.707
N 6.626 -1.477 3.410
C 5.544 -1.721 2.669
N 4.284 -1.797 3.086
H 0.266 -3.341 0.139
H 0.694 -1.132 -0.893
H 1.719 0.529 2.729
H 0.637 -3.609 2.604
H 0.625 -1.741 4.926
H 2.659 -1.656 6.024
H 4.952 -1.181 6.304
H 7.257 -1.100 5.331
H 5.707 -1.876 1.607
I -3.364 3.735 -1.533
I -5.978 5.346 -1.930
C -3.363 -3.843 0.450
Ge -3.795 -2.045 1.127
C -5.745 -1.833 1.054
C -3.282 -1.955 3.021
C -2.694 -0.716 0.213
H -4.172 -4.557 0.635
H -2.452 -4.219 0.927
H -3.188 -3.783 -0.626
H -6.201 -2.573 1.718
H -6.123 -1.992 0.043
H -6.042 -0.836 1.389
H -3.819 -2.683 3.637
H -3.496 -0.950 3.396
H -2.206 -2.126 3.122
H -2.467 0.074 0.925
H -1.755 -1.249 0.018
*
```

Values from the calculation:
HOMO = -1.678 eV
lowest unoccupied orbital energy = 3.01 eV
relative energy (zero: lowest compared OMol25 entry of this formula, charge and spin) = 97.97 kcal per mole
E = -5378.05433 hartree
HOMO-LUMO gap = 4.69 eV


(3)
This record from the OMol25 dataset describes an isolated ion of composition C5H4ClO2 and charge -1. The level of theory is the ωB97M-V functional and the def2-TZVPD basis.

Structure (ORCA input):
```
! RIJCOSX wB97M-V def2-TZVPD def2/J DEFGRID3
* xyz -1 1
C -0.528 -0.542 0.505
C 0.875 -0.360 0.613
C -2.898 0.427 0.005
C -1.325 0.442 -0.035
C 1.524 0.543 -0.164
O -3.540 -0.488 -0.549
O -3.145 1.543 0.505
Cl 3.257 0.633 -0.093
H -0.916 -1.433 0.919
H 1.552 -1.058 1.021
H -1.118 1.523 -0.200
H 1.147 1.395 -0.633
*
```

Values from the calculation:
HOMO = -4.181 eV
lowest unoccupied orbital energy = 3.11 eV
relative energy (zero: lowest compared OMol25 entry of this formula, charge and spin) = 6.75 kcal per mole
E = -803.59939 hartree
HOMO-LUMO gap = 7.29 eV
SMILES = O=C([O-])/C=C/C=C/Cl


(4)
This record from the OMol25 dataset describes C10H19Cl4NO8S2 as an isolated structure. The level of theory is the ωB97M-V functional and the def2-TZVPD basis.

Structure (ORCA input):
```
! RIJCOSX wB97M-V def2-TZVPD def2/J DEFGRID3
* xyz 0 1
C -1.360 -1.507 -1.917
C -2.143 -1.601 -0.594
O -1.485 -2.631 0.199
S -0.508 -3.488 -0.718
O -1.263 -4.492 -1.396
O 0.673 -3.794 -0.035
O -0.165 -2.353 -1.750
H -1.042 -0.489 -2.178
H -1.899 -1.914 -2.749
H -3.151 -1.943 -0.760
H -2.069 -0.695 0.027
C 1.559 4.713 -4.799
C 0.356 4.811 -3.910
O 0.630 3.702 -2.938
S 2.171 3.477 -2.819
O 2.547 2.138 -3.218
O 2.642 3.841 -1.508
O 2.663 4.512 -3.847
H 1.823 5.604 -5.378
H 1.521 3.835 -5.435
H -0.618 4.599 -4.298
H 0.382 5.732 -3.348
C 1.822 1.003 -0.706
Cl 3.190 0.015 -0.760
Cl 0.481 0.169 0.340
H 2.003 1.910 -0.185
H 1.332 1.125 -1.718
C 2.840 0.324 3.007
Cl 4.093 1.498 2.604
Cl 3.550 -1.296 2.937
H 2.611 0.392 4.067
H 2.039 0.422 2.293
C -3.114 -1.382 3.065
C -1.660 -1.594 3.478
C -1.298 -3.085 3.395
C -2.028 -3.942 4.342
N -2.620 -4.579 5.092
H -3.272 -1.802 2.065
H -3.312 -0.299 3.078
H -3.786 -1.905 3.744
H -1.552 -1.261 4.522
H -0.960 -1.118 2.787
H -0.191 -3.197 3.532
H -1.431 -3.457 2.389
*
```

Values from the calculation:
HOMO = -10.613 eV
lowest unoccupied orbital energy = -0.11 eV
E = -3686.16419 hartree
HOMO-LUMO gap = 10.50 eV